No. 1
43
Properties=species:S:1:pos:R:3 method="wB97M-V/def2-TZVPD" total_charge=-1 homo_ha=-0.0769 spin_multiplicity=1 orbital_gap_ev=3.378
I 1.22430 -0.69873 0.94595
H -2.30853 -0.21477 -2.59834
C -6.83504 3.93580 -2.45538
Br 5.19884 2.21861 5.30357
H -3.03764 -2.03637 -2.59274
N -3.13838 -0.14690 0.45721
Br 9.83173 1.47869 2.68422
Br -7.36230 3.05373 -4.10713
H 7.14169 0.67640 5.03099
H -0.31329 -3.51122 -0.12646
H -2.19104 -3.64007 -0.28527
Br 7.95078 0.55903 0.23461
Br -4.95486 0.13834 -4.27998
H 9.37112 2.59369 0.49971
Br 5.78250 -0.65069 6.64928
H -4.78531 -0.80577 -0.80633
Br -7.70116 5.66550 -2.25002
C -1.19212 -1.66745 -1.14497
H -1.05974 -3.91437 -1.85836
Br -2.47895 1.13324 -6.08674
Br 7.35423 3.32707 1.77316
H -4.51869 2.35798 -5.33378
Br -0.58957 -3.21256 4.30328
O 1.50249 0.88358 -1.79304
H -5.75831 4.12329 -2.52260
C -2.57057 -1.17962 -1.94599
C 1.01588 -0.22229 -1.22360
C -3.61973 -0.69523 -0.73732
H 0.74193 -2.36720 -2.22523
H -3.94969 0.09466 1.08993
C 8.71782 2.06341 1.20044
C -1.21501 -3.29633 -0.87659
Br 2.32339 -4.32486 5.11726
C 6.06496 0.48891 5.09821
Br -3.11531 2.58942 -3.28332
C -3.85876 1.65285 -4.81771
Br -7.11750 2.79620 -0.90431
C 0.15150 -1.36076 -2.09222
H -0.23123 -0.92311 -3.11270
H 0.92284 -2.55066 6.17465
Br 1.94614 -1.22409 4.32519
C 1.12288 -2.79420 5.12598
Br 5.53770 -0.39316 3.44646

---

No. 2
35
Properties=species:S:1:pos:R:3 method="wB97M-V/def2-TZVPD" smiles="Cc1cc(NC(=O)CCCOc2ccc(Cl)cc2Cl)no1" homo_ha=-0.3190 spin_multiplicity=1 orbital_gap_ev=9.261
C -1.69557 3.33574 1.70161
H -0.52858 -0.45742 2.99784
C -1.40581 2.42096 0.57232
C -0.71539 -2.06443 -3.20202
H -1.70356 4.36540 1.35224
Cl 1.22179 1.70660 3.57054
C -0.80772 -0.57524 -2.90237
H 1.63759 -0.72415 -2.34563
H 2.81125 -0.08345 -0.61728
H -0.92088 3.24300 2.46213
N -1.31878 -0.31367 -1.65411
H -1.18302 -2.26635 -4.16580
H 0.84860 -3.54982 -3.19243
C 1.18111 0.60389 2.24375
O 0.95096 -2.05286 -0.91629
C 1.58806 -1.80213 -2.16000
H -1.71502 -1.07677 -1.12166
C 0.76867 -2.46517 -3.26916
C -1.92020 1.21030 0.21394
C 2.07361 -0.17532 0.16237
H 2.86737 1.47666 1.25929
O -0.45303 2.76956 -0.30675
H -1.21885 -2.64791 -2.43218
C 1.09463 -1.16153 0.08720
N -0.31767 1.80236 -1.24862
C -1.18895 0.86938 -0.95809
H -2.68993 0.64211 0.69049
C 2.11320 0.70718 1.22718
C 0.16574 -1.24136 1.13448
O -0.43193 0.27834 -3.66326
Cl -1.07923 -2.43446 1.04235
H 1.19295 -2.14659 -4.22106
H 2.60696 -2.21004 -2.14452
H -2.65587 3.08867 2.14384
C 0.20290 -0.37841 2.21007

---

No. 3
58
Properties=species:S:1:pos:R:3 method="wB97M-V/def2-TZVPD" total_charge=+1 homo_ha=-0.3652 spin_multiplicity=1 orbital_gap_ev=3.138
H -1.99822 -2.89071 0.25533
O -0.96556 -3.17206 1.89019
H -2.05180 -0.64198 0.33603
H 4.80292 4.95447 0.81864
Al 0.73244 -3.39224 2.53693
H -1.52919 -0.00926 3.87438
H 2.52779 -2.88765 0.94603
H 2.87330 -1.81076 3.37287
O 4.21203 4.48392 0.22230
H 3.99671 3.66814 0.68256
H 1.22517 -4.91156 2.34684
H 5.08586 1.59394 2.04837
H -0.71392 -0.12029 -1.45652
H 0.74812 -0.04295 -0.47950
H -2.77709 0.72465 -5.83616
Mg 1.59929 -2.82119 -0.45842
H 1.99897 0.34661 2.01199
C 3.79789 0.35597 0.81492
F -5.90985 1.65838 -1.75086
H 3.47619 0.41861 2.96303
H -0.86448 1.76089 2.60997
H -2.04862 -1.51079 3.15242
C 5.13076 1.06376 1.09478
H 0.26583 -0.62216 2.29867
C -0.69543 -0.27801 1.91330
C -2.29397 1.42641 -3.84715
C -0.15596 -0.61629 -0.66338
H -1.08483 1.18917 -5.59639
C 2.99278 -1.54816 2.32205
H 3.95746 -0.54094 0.19866
H -2.72903 0.03838 2.58831
C -1.82279 -0.46864 2.93031
C -2.11538 1.44037 -5.34772
Br 0.35963 2.22119 -1.53920
N 1.94365 -2.22515 1.47073
H 0.19903 -1.57706 -1.18126
F -6.92172 0.71112 -3.41787
H 5.31176 1.82195 0.33267
H 0.75261 -2.94033 4.04282
H 5.97790 0.37939 1.12799
F -6.14928 2.72143 -3.62923
H -1.16784 1.58109 0.87502
H -1.61602 2.12917 -3.37171
H -2.09771 0.43975 -3.42655
C -0.54459 1.24593 1.70492
O -4.44848 -0.21383 -3.88266
C -1.03045 -0.95518 0.57446
H -0.25368 -2.86756 0.02097
H 3.96619 -1.93003 2.00665
H -2.34335 2.42930 -5.74475
C -5.92292 1.52546 -3.08990
O -3.62899 1.84975 -3.46951
C 3.01246 -0.04083 2.08726
C -1.05993 -2.51673 0.68983
H 0.47013 1.54814 1.45467
Li -3.06787 -4.14117 0.88654
H 3.16051 1.03170 0.23867
C -4.56841 0.93451 -3.55337

---

No. 4
44
Properties=species:S:1:pos:R:3 method="wB97M-V/def2-TZVPD" total_charge=+1 homo_ha=-0.4602 spin_multiplicity=1 relative_energy_ev=2.588 orbital_gap_ev=9.599
H -3.15674 -2.01792 2.02070
H -2.36545 0.64387 2.19655
H 3.81255 1.69376 0.67103
H -0.03613 1.58871 -0.70974
H 1.11560 2.00595 1.47525
H 0.20472 0.53853 -2.65535
O -0.12593 -3.87973 0.93336
H 3.39677 -0.84654 -3.63585
H -3.40306 3.48647 0.07691
H -0.84257 -3.61998 0.35725
H 1.16841 -0.70666 -2.16306
H 2.18183 -1.81293 -0.59767
O -1.82950 1.45125 2.13813
H 3.34401 0.17558 3.71414
O -3.27174 2.76878 0.72049
H -0.16900 1.13250 1.95313
H -2.12256 -1.22069 1.13758
N 0.85169 1.03073 1.65711
H 2.48280 2.21600 0.06863
H -2.21289 2.13804 2.68922
H -4.47869 -1.37710 -1.47141
H -0.98223 3.33220 1.01211
H -2.76392 2.19567 0.13128
H 2.64364 -2.75952 -1.71299
O -3.72077 -1.63484 -1.98714
H 1.67314 -0.70348 0.74412
H 2.93503 -2.14497 -3.03578
C 0.56554 0.61815 -0.68500
H -3.28956 -2.48919 -1.88229
O 2.71759 -1.52772 -3.74207
H -2.47613 -0.63394 -4.51559
H 1.37319 0.67448 2.48120
O 2.90220 -2.38102 -0.87623
O -2.66650 -1.19810 1.93171
O -1.93494 -1.35665 -4.14984
O -0.18133 3.17180 0.48505
C 1.02601 0.11738 0.50990
H 2.09061 -0.65945 4.06513
H -1.98638 -1.02131 -3.24033
H 0.72655 -3.90932 0.47732
O 2.47561 0.22523 4.12841
N 0.89433 0.24505 -1.97433
O 3.17932 2.41636 0.70200
H 0.25491 4.03458 0.55693

---

No. 5
63
Properties=species:S:1:pos:R:3 method="wB97M-V/def2-TZVPD" total_charge=+2 homo_ha="-0.5151 / -0.5205" s2=0.76 spin_multiplicity=2 relative_energy_ev=1.068 orbital_gap_ev="6.908 / 6.769"
C -1.57961 -0.92132 -5.78472
H -4.31533 1.96332 -0.99513
H -3.12483 -4.83841 0.77342
C 1.15233 -0.53941 1.78985
C 2.30542 -3.43634 -1.18126
C -2.68498 -3.85052 0.74336
H -4.01168 0.08958 1.72992
H 2.92192 -3.90020 -1.95417
H -2.96471 -0.06341 -1.40161
H -4.09673 -3.04122 2.14744
S -2.01048 2.51397 -0.84277
H -0.79990 -2.77922 -3.61078
C -1.08263 1.18637 -4.52791
H -1.86476 -0.33954 -6.66051
H -3.73562 -0.81605 3.21863
C -3.23682 -2.83764 1.52431
C -1.81337 1.52144 -2.29052
H 1.06914 -0.09588 -3.00324
C 0.93201 2.04782 0.83815
H -0.36658 -4.25672 -2.76209
H 2.56223 -0.84470 0.18530
C -1.65846 -0.07780 -4.54437
O -1.93116 1.48352 0.32492
C -0.52321 2.72854 2.81533
H 0.68789 -3.63181 -4.01749
H -2.23333 -1.78980 -5.72149
H 2.22754 -1.17586 -3.78078
H -2.49606 0.28604 2.58130
C -2.30886 -0.53796 -3.39547
H 1.20931 -1.56059 2.14600
Ru -0.28232 0.04158 0.22375
C -3.25858 -0.44053 2.31534
H 2.98098 -2.93091 -0.48629
H 0.79048 3.04156 0.43033
H 1.81565 -4.24393 -0.63089
H -1.14298 -4.39720 -0.66958
H 2.34995 1.49858 -0.68393
H -0.15553 0.06118 3.40801
H -1.24134 2.26462 3.48746
N -0.03280 -1.69144 -0.70960
H -0.70018 2.98481 -3.40843
H -2.78062 -1.51124 -3.40451
C 0.38380 0.39446 2.53050
C -2.39760 0.25429 -2.26718
C -1.14925 1.99902 -3.40637
Si 1.04772 -2.33588 -1.99276
C -1.58408 -3.61875 -0.06717
H -3.91750 3.52143 -1.79295
C -3.75308 2.89149 -0.91916
H -1.04986 3.39106 2.13008
H -0.55912 -1.27479 -5.95104
C 1.81265 -0.87020 -2.81694
H -0.57680 1.54593 -5.41605
H 2.64693 -0.44022 -2.25591
C 1.92095 -0.12528 0.68345
H 0.15698 3.33942 3.41496
C 1.80298 1.18793 0.19248
H -4.01194 3.43723 -0.01299
C -1.07697 -2.32156 -0.04732
C -2.69415 -1.56806 1.51836
C 0.03112 -3.33833 -3.19360
C 0.27560 1.70556 2.08122
N -1.62691 -1.36302 0.73131

---

No. 6
17
Properties=species:S:1:pos:R:3 method="wB97M-V/def2-TZVPD" smiles="CC1(O)CC=CC1" homo_ha=-0.3386 spin_multiplicity=1 relative_energy_ev=0.948 orbital_gap_ev=10.189
H 1.24239 -1.91459 -1.17608
H -1.14425 0.77294 -1.40801
C -0.85280 0.65511 1.62758
H -0.49681 -1.45631 1.31955
C -0.37851 1.04091 -0.64708
O 1.92780 0.00258 -0.25504
C 0.29686 -1.20369 -1.25804
H -1.72308 2.34646 0.63062
H 0.44320 -0.70536 -2.22411
H -0.71923 -1.62870 -1.21315
H 0.90515 -0.58466 1.94305
C -1.07631 1.47567 0.60448
C 0.04597 -0.50054 1.26457
H 0.26178 1.78798 -1.12141
C 0.51693 -0.17619 -0.18704
H 2.19030 -0.90478 -0.62312
H -1.26567 0.79282 2.62329